Record 1
Here is 2 unconnected molecules or ions with the total composition C3HF6P from the OMol25 dataset. Energies are from ωB97M-V/def2-TZVPD.

Geometry as XYZ:
```
11
Properties=species:S:1:pos:R:3:nbo_charge:R:1
F 0.259 1.683 -1.178 -0.484
H -2.114 -0.902 -0.723 -0.100
C 1.814 -0.543 0.366 0.678
F -2.884 0.656 0.701 -0.575
F 2.582 -1.553 0.146 -0.253
F -0.345 1.384 1.061 -0.283
C 0.544 -0.500 -0.084 0.367
C -0.412 0.527 0.099 0.134
F 2.449 0.368 1.034 -0.247
P -2.141 0.559 -0.669 1.026
F 0.248 -1.679 -0.754 -0.264
```

Calculated values
Energy above the lowest of the compared OMol25 structures with the same formula, charge and spin, eV: 0.0000
HOMO energy (alpha / beta), eV: -7.37 / -10.49
Multiplicity: 3
Frontier orbital gap (alpha / beta), eV: 7.9 / 6.6
LUMO (alpha / beta), eV: 0.516 / -3.899


Record 2
Here is a gas-phase ion, C4H9N2Se (charge +1) from the OMol25 dataset. Energies are from ωB97M-V/def2-TZVPD.

Geometry as XYZ:
```
16
Properties=species:S:1:pos:R:3:nbo_charge:R:1
H 1.286 0.604 1.439 0.212
H 0.499 -0.128 -1.311 0.442
N 0.777 -2.662 -0.530 -0.530
H -0.335 1.965 0.577 0.247
H 0.774 -2.137 -1.432 0.308
C -0.219 1.497 -0.413 -0.448
H -0.528 -0.327 1.441 0.253
C -0.415 -0.772 0.376 -0.320
H -1.223 1.555 -0.881 0.259
C 1.655 0.356 0.435 -0.363
C 0.155 -2.163 0.406 0.081
H 0.316 -2.825 1.329 0.234
H -1.465 -0.911 -0.074 0.275
Se 3.248 0.206 0.008 0.507
N 0.396 0.183 -0.387 -0.404
H 0.412 2.212 -0.837 0.248
```

Calculated values
Energy above the lowest of the compared OMol25 structures with the same formula, charge and spin, eV: 1.7956
HOMO energy, eV: -13.73
Multiplicity: 1
Frontier orbital gap, eV: 8.4
LUMO, eV: -5.280
Total charge: +1
Structure (SMILES): [H]/N=C\C[N@@H+](C)C=[Se]


Record 3
Here is a molecular structure, C57H75GeMgN4P3Si from the OMol25 dataset. Energies are from ωB97M-V/def2-TZVPD.

Geometry as XYZ:
```
142
Properties=species:S:1:pos:R:3:lowdin_charge:R:1
H -1.847 -3.841 -0.917 0.035
C -1.798 -0.478 3.964 -0.309
C 4.568 2.512 2.460 -0.095
H 5.989 2.848 -4.753 0.107
C 5.669 -3.832 -2.340 -0.071
H -6.998 -0.311 1.506 0.106
P 2.083 1.235 1.771 1.035
H 5.890 4.079 -2.597 0.111
P -1.787 0.296 -2.084 1.058
H -2.983 5.776 2.343 0.104
H -1.867 4.762 0.382 0.104
H -4.904 2.326 -1.507 0.090
C 4.531 2.712 -1.690 -0.013
H 2.199 -5.425 -0.965 0.059
H -4.677 -3.606 0.069 0.104
H -1.456 -5.325 -1.796 0.092
H 0.517 -3.779 -1.818 0.083
C -2.735 -1.192 6.087 -0.077
C 6.076 -2.932 -3.315 -0.075
H 3.781 -1.847 -5.421 0.113
C -0.542 -0.470 4.572 -0.152
H -4.931 0.595 -1.836 0.068
C 4.535 -3.599 -1.584 -0.018
Mg -0.116 -0.526 0.549 0.302
H 4.270 -4.310 -0.817 0.091
C -3.604 -1.627 -2.888 -0.100
H 0.132 2.357 2.481 0.054
C 2.102 -1.217 -6.595 -0.026
C 3.753 -2.450 -1.787 -0.222
H 2.748 -4.158 2.612 0.081
H -1.459 -5.315 -0.037 0.081
C -2.174 4.139 1.214 -0.092
H 4.725 2.873 1.442 0.063
C 1.232 0.126 -4.308 -0.239
C 3.783 1.533 -1.812 -0.225
H -4.947 0.826 2.236 0.102
H -4.405 -0.919 -3.091 0.056
C -1.938 2.772 1.194 -0.159
H 0.703 3.194 4.661 0.089
H -0.188 -1.921 -3.370 0.049
H 0.891 -2.570 3.375 0.071
H 1.261 2.221 -0.240 0.066
H 4.113 -0.877 1.855 0.048
H 2.441 4.317 2.053 0.065
C 5.294 -1.816 -3.558 -0.036
C -0.405 1.263 -2.956 -0.344
H 5.576 -0.025 2.342 0.084
C 4.625 0.085 1.819 -0.113
H -2.669 1.970 -4.533 0.059
Si -2.003 0.065 2.161 0.633
C 0.482 0.181 -5.509 0.012
H -1.426 2.338 0.337 0.064
H 0.160 -4.000 4.098 0.092
H 0.886 4.735 2.762 0.087
H 1.875 -5.579 3.161 0.089
C -3.581 -1.990 0.967 -0.136
H 4.838 0.313 0.774 0.069
H 2.822 2.909 0.117 0.065
C 0.199 -3.396 3.189 -0.124
H 0.329 -0.216 3.975 0.058
H -3.881 -0.897 4.307 0.098
C 1.184 2.613 2.642 -0.536
H -3.208 1.934 4.206 0.102
H 4.074 3.296 3.030 0.057
H -3.653 -1.894 -1.829 0.058
H 1.319 1.553 4.559 0.050
C 1.391 4.028 2.100 -0.101
H -3.598 -1.479 6.676 0.104
H -1.472 -3.010 -3.860 0.098
H -3.804 -2.529 -3.471 0.091
H 0.890 -6.218 -1.831 0.088
H 0.919 -6.264 -0.073 0.077
C -2.797 4.710 2.315 -0.083
C -1.208 -2.219 -3.155 -0.117
C 1.129 -5.636 -0.939 -0.093
Ge 1.785 -0.380 -1.408 0.967
H -3.644 4.351 4.252 0.106
H 3.054 -3.559 0.385 0.057
H 0.957 4.155 1.108 0.064
H -2.620 -2.474 0.815 0.061
H 6.251 -4.725 -2.152 0.111
C 5.392 2.478 -3.932 -0.073
H -1.225 -2.649 -2.151 0.026
C -2.223 -1.077 -3.251 -0.543
C -4.298 1.417 -1.498 -0.106
C 2.287 1.964 0.078 -0.403
C 4.683 1.296 -4.062 -0.025
H 0.613 -0.787 6.353 0.104
H -2.575 2.522 -2.077 0.096
C 0.923 -0.474 -6.634 -0.051
C -5.971 -2.028 0.737 -0.083
H -0.285 2.140 -2.311 0.087
C 3.926 0.819 -3.008 -0.153
H -4.172 2.645 -3.930 0.089
C -0.375 -0.802 5.908 -0.085
N 2.663 -2.066 -1.041 -0.195
H 6.988 -3.089 -3.873 0.107
C 2.004 -4.900 2.316 -0.108
C -2.317 1.938 2.248 -0.316
C -1.477 -1.162 6.671 -0.085
H 4.703 0.755 -5.000 0.115
P 0.625 -3.197 0.464 1.013
C -2.892 -0.854 4.749 -0.093
C 5.324 3.166 -2.729 -0.069
H -0.786 1.614 -3.914 0.060
H 4.490 3.290 -0.778 0.091
C -6.037 -0.786 1.353 -0.077
H -4.013 1.215 -0.470 0.047
N 3.231 -0.478 -3.086 -0.041
C 0.283 -4.367 -0.924 -0.549
H 2.406 -5.479 1.486 0.060
H -0.085 -5.012 1.819 0.104
C 0.665 -4.235 2.002 -0.530
C -4.875 -0.152 1.772 -0.110
H 2.434 -1.754 -7.473 0.117
C 2.403 -2.702 0.237 -0.395
H 3.629 0.905 3.520 0.102
C 1.431 2.558 4.153 -0.102
H 5.615 -1.097 -4.298 0.109
H 2.426 2.921 4.412 0.071
N 0.878 0.644 -3.120 -0.055
H -0.450 0.725 -5.548 0.103
C -3.169 3.909 3.386 -0.072
H -6.876 -2.524 0.411 0.104
C -3.505 1.785 -3.857 -0.100
N 2.911 1.037 -0.856 -0.193
H -1.356 -1.425 7.714 0.103
H 2.620 -2.016 1.065 0.053
C 3.798 1.194 2.476 -0.541
H 5.556 2.356 2.899 0.087
C -1.207 -4.724 -0.920 -0.127
C -3.079 1.602 -2.400 -0.550
C 4.130 -1.608 -2.840 -0.158
C 2.874 -1.264 -5.435 0.010
C -2.928 2.541 3.352 -0.087
C -3.621 -0.740 1.587 -0.316
C -4.736 -2.634 0.545 -0.101
H -4.054 0.918 -4.225 0.072
H -0.790 -2.968 3.027 0.059
H 0.346 -0.422 -7.546 0.116
C 2.470 -0.575 -4.316 -0.144
H -2.247 -0.678 -4.270 0.101
```

Calculated values
Energy above the lowest of the compared OMol25 structures with the same formula, charge and spin, eV: 0.0000
HOMO energy (alpha / beta), eV: -9.57 / -9.56
Multiplicity: 2
Frontier orbital gap (alpha / beta), eV: 7.9 / 4.7
LUMO (alpha / beta), eV: -1.703 / -4.862
Total charge: +1